This record from OMol25 describes a structure of composition C35H42AsN2PS3V. The level of theory is ωB97M-V/def2-TZVPD.

```
85
C35H42AsN2PS3V (ωB97M-V/def2-TZVPD)
V -0.0546 0.7263 0.6170
C 1.7621 2.5248 4.5721
C 1.3650 2.2298 3.1405
S 0.7645 0.6026 2.8219
C 1.4718 3.1269 2.1473
C 1.9807 4.5307 2.3528
S 1.0596 2.7401 0.4760
H 1.7013 1.6178 5.1711
H 1.1021 3.2691 5.0236
H 2.7847 2.9018 4.6349
H 2.2558 4.7129 3.3899
H 1.2199 5.2579 2.0628
H 2.8562 4.7157 1.7240
C 3.3082 -0.2233 -0.1304
C 4.4379 -0.8096 -0.9608
As 6.1613 -0.1216 -0.2937
C 5.8391 1.7303 -0.8413
C 5.9934 2.1799 -2.1513
C 5.6375 3.4782 -2.4913
C 5.1003 4.3310 -1.5337
C 4.9401 3.8899 -0.2281
C 5.3275 2.6012 0.1191
C 7.2995 -0.6888 -1.7744
C 8.5916 -0.1658 -1.8343
C 9.4649 -0.5515 -2.8389
C 9.0623 -1.4780 -3.7928
C 7.7846 -2.0111 -3.7370
C 6.9055 -1.6182 -2.7326
P 1.6066 -0.5339 -0.7350
C 1.5215 0.1950 -2.4010
C 0.4307 -0.1540 -3.2030
C 0.2474 0.4365 -4.4420
C 1.1443 1.4005 -4.8848
C 2.2140 1.7696 -4.0838
C 2.4054 1.1733 -2.8446
C 1.6557 -2.3429 -0.9687
C 1.9419 -2.9596 -2.1855
C 2.0595 -4.3411 -2.2554
C 1.9050 -5.1142 -1.1116
C 1.6408 -4.5041 0.1058
C 1.5154 -3.1242 0.1733
H 3.3680 0.8636 -0.0328
H 3.3201 -0.6005 0.8951
H 4.3483 -0.5515 -2.0181
H 4.4519 -1.8965 -0.8734
H 6.3919 1.5177 -2.9108
H 5.7690 3.8205 -3.5109
H 4.8059 5.3374 -1.8045
H 4.5091 4.5437 0.5195
H 5.2127 2.2645 1.1437
H 8.9135 0.5567 -1.0922
H 10.4623 -0.1320 -2.8762
H 9.7447 -1.7830 -4.5758
H 7.4652 -2.7341 -4.4771
H 5.9080 -2.0373 -2.7096
H -0.2883 -0.8826 -2.8454
H -0.5998 0.1586 -5.0553
H 1.0001 1.8717 -5.8488
H 2.9072 2.5306 -4.4158
H 3.2371 1.4921 -2.2308
H 2.0710 -2.3601 -3.0784
H 2.2761 -4.8132 -3.2053
H 1.9971 -6.1912 -1.1690
H 1.5363 -5.1032 1.0018
H 1.3444 -2.6279 1.1188
C -3.4918 2.2552 3.7281
C -2.8971 1.9200 2.3733
N -2.6431 0.4786 2.2989
C -1.9189 0.0474 1.1783
S -2.1490 0.6674 -0.4360
N -1.2976 -1.2088 1.2065
C -1.3568 -2.0609 2.4017
C -2.7368 -2.6650 2.6266
H -3.6929 3.3247 3.7946
H -2.8002 1.9941 4.5332
H -4.4259 1.7149 3.8876
H -1.9717 2.4889 2.2151
H -3.5824 2.1896 1.5718
H -2.1157 0.2166 3.1286
H -1.4087 -1.7106 0.3363
H -1.0266 -1.4770 3.2584
H -0.6288 -2.8558 2.2647
H -3.4870 -1.8841 2.7413
H -2.7337 -3.2821 3.5264
H -3.0237 -3.2953 1.7826
```

Output
Total charge ... 0
Multiplicity ... 2
HOMO energy (alpha / beta) ... -6.94 / -6.76 eV
HOMO-LUMO gap (alpha / beta) ... 6.986 / 7.229 eV
Energy relative to the best compared isomer or geometry (same formula, charge and spin) ... 0.2083 eV
E_LUMO (alpha / beta) ... 0.05 / 0.47 eV
M ... 743.776 u

Mulliken atomic charge list, values in e, 8 entries: -0.3588, -1.7057, 0.7018, -0.3819, 0.5718, -1.0890, -0.2629, 0.4165


This record from OMol25 describes a cluster of 2 separate species, C4H6Cl3N in total. The level of theory is ωB97M-V/def2-TZVPD.

```
14
C4H6Cl3N (ωB97M-V/def2-TZVPD)
N -2.8039 -0.3373 1.3643
C -3.6033 -0.6731 0.4663
Cl -3.3421 -1.5297 -0.9963
Cl -5.0913 0.1721 0.3390
H -1.8858 -0.7845 1.2359
C 0.9863 -0.2817 -0.2948
C -0.2051 0.6601 -0.8466
C -0.6892 1.5585 0.0071
Cl -1.8655 2.7540 -0.3917
H 0.9735 -0.6308 0.7870
H 0.8797 -1.2985 -0.8413
H 2.0461 0.1495 -0.5535
H -0.7379 0.5498 -1.8421
H -0.3258 1.6577 1.0598
```

Output
Total charge ... 0
Multiplicity ... 1
HOMO energy ... -9.52 eV
HOMO-LUMO gap ... 10.077 eV
Energy relative to the best compared isomer or geometry (same formula, charge and spin) ... 0.7485 eV
E_LUMO ... 0.56 eV
M ... 174.458 u

natural (NBO) atomic charge list, values in e, 8 entries: -0.5939, 0.1671, 0.0257, 0.0361, 0.3664, -0.6618, -0.2320, -0.2299


This record from OMol25 describes a structure of composition C4H9NO. The level of theory is ωB97M-V/def2-TZVPD.

```
15
C4H9NO (ωB97M-V/def2-TZVPD)
C -0.1465 1.0459 1.3690
N -0.1789 -0.1718 0.5736
C 1.0805 -0.8895 0.4907
C -0.9569 -0.0240 -0.7573
C -0.3431 -0.2287 -2.0318
O -0.8663 0.0706 -3.0989
H 0.4444 1.8083 0.8427
H 0.2905 0.8379 2.3501
H -1.1646 1.4192 1.5029
H 1.4262 -1.1159 1.5034
H 0.9272 -1.8234 -0.0572
H 1.8384 -0.2928 -0.0335
H -1.7098 0.7508 -0.6608
H -1.1176 -0.8210 0.3310
H 0.6415 -0.7514 -2.0305
```

Output
Total charge ... 0
Multiplicity ... 1
HOMO energy ... -7.83 eV
HOMO-LUMO gap ... 8.429 eV
Energy relative to the best compared isomer or geometry (same formula, charge and spin) ... 4.5260 eV
E_LUMO ... 0.60 eV
M ... 87.122 u

natural (NBO) atomic charge list, values in e, 8 entries: -0.4006, -0.4585, -0.4127, -0.5054, 0.3322, -0.6077, 0.2024, 0.2054


This record from OMol25 describes a structure of composition C15H20N3O5S2Se2Ta. The level of theory is ωB97M-V/def2-TZVPD.

```
48
C15H20N3O5S2Se2Ta (ωB97M-V/def2-TZVPD)
Ta -0.3892 0.2199 -0.3948
O 1.7581 -0.0071 0.3086
C 2.1920 -0.0039 1.6984
C 1.3110 -0.9084 2.5474
C 2.1245 -1.3475 3.7807
O 1.2419 -2.0699 4.6102
C 0.9804 -2.1944 1.7928
Se -0.3321 -2.0891 0.3663
C 0.0839 -0.1506 3.0699
Se -0.7090 1.1889 1.8430
H 2.1861 -0.7374 -0.1745
H 2.1391 1.0348 2.0175
H 3.2360 -0.3169 1.7242
H 2.5238 -0.4611 4.2881
H 2.9721 -1.9608 3.4541
H 1.6864 -2.3285 5.4260
H 0.5473 -2.9233 2.4744
H 1.8819 -2.6367 1.3635
H 0.3693 0.4767 3.9120
H -0.7035 -0.8240 3.4014
S -2.6906 -0.1786 -1.1259
C -3.8080 -0.5422 0.1665
N -3.6289 -0.5655 1.4645
C -4.8720 -0.8913 2.1864
C -5.8856 -1.0875 1.0341
N -5.0529 -0.8446 -0.1561
H -2.7506 -0.2897 1.8787
H -5.1484 -0.0715 2.8450
H -4.7341 -1.7933 2.7777
H -6.6996 -0.3679 1.0726
H -6.2992 -2.0923 1.0072
H -5.3752 -0.9021 -1.1090
O 2.2778 -1.1308 -2.4119
C 1.6580 -0.2068 -2.8309
N 0.2568 0.1029 -2.4504
S 0.1896 1.7459 -2.4247
O -1.1421 2.2296 -2.5735
O 0.6591 1.9668 -0.9581
C 1.4483 2.0964 -3.5324
C 1.7855 3.2916 -4.1373
C 2.8966 3.2532 -4.9733
C 3.6206 2.0784 -5.1566
C 3.2775 0.8973 -4.5004
C 2.1704 0.9155 -3.6790
H 1.2192 4.1991 -3.9814
H 3.2030 4.1528 -5.4894
H 4.4733 2.0840 -5.8222
H 3.8519 -0.0101 -4.6296
```

Output
Total charge ... +2
Multiplicity ... 1
HOMO energy ... -14.92 eV
HOMO-LUMO gap ... 7.091 eV
Energy relative to the best compared isomer or geometry (same formula, charge and spin) ... 0.2305 eV
E_LUMO ... -7.83 eV
M ... 725.343 u

natural (NBO) atomic charge list, values in e, 8 entries: 1.2323, -0.7305, -0.0662, -0.1516, -0.0476, -0.7295, -0.5629, 0.2259


This record from OMol25 describes a structure of composition C14H29MnNSi2. The level of theory is ωB97M-V/def2-TZVPD.

```
47
C14H29MnNSi2 (ωB97M-V/def2-TZVPD)
C 1.0841 -3.5018 -0.2211
C 1.4866 -3.2133 -1.5767
C 0.3259 -2.7321 -2.2907
C -0.7821 -2.7445 -1.3917
C -0.3181 -3.1870 -0.0953
Mn 0.7816 -1.4360 -0.6218
N 2.0984 -1.3928 0.7287
C 3.2313 -1.1488 -0.1084
C 2.5198 -0.8550 -1.4513
H 0.2721 -2.4909 -3.3604
H 2.4602 -3.3990 -2.0162
H -1.8089 -2.6079 -1.6997
H -0.9267 -3.3477 0.7916
H 1.7066 -3.9546 0.5473
H 2.9058 -1.4785 -2.2644
H 3.9180 -2.0137 -0.1625
H 2.3393 -1.6376 1.6921
H 2.5326 0.2050 -1.7076
H 3.8135 -0.2893 0.2622
C 0.1724 2.5105 2.3777
Si 0.5330 1.8759 0.6172
C 0.0605 3.3232 -0.5125
C 2.4013 1.8176 0.4798
C -0.2876 0.1671 0.3266
Si -2.1683 0.4743 0.2185
C -2.7716 1.8838 -0.8999
C -3.1467 -1.0091 -0.3686
C -2.8846 0.8568 1.9416
H 0.8639 3.3297 2.6348
H 0.3354 1.7186 3.1230
H -0.8471 2.8954 2.5195
H 0.7442 4.1562 -0.2790
H 0.1898 3.0907 -1.5790
H -0.9563 3.7058 -0.3717
H 2.8317 1.1614 1.2462
H 2.7339 1.4722 -0.5012
H 2.8324 2.8203 0.6184
H -0.1800 -0.3308 1.3319
H -2.2599 1.9106 -1.8710
H -3.8379 1.6971 -1.0964
H -2.7003 2.8799 -0.4459
H -2.8417 -1.9449 0.1135
H -4.2087 -0.8493 -0.1281
H -3.0782 -1.1384 -1.4564
H -2.4072 0.2475 2.7215
H -2.8084 1.9110 2.2431
H -3.9538 0.5925 1.9420
```

Output
Total charge ... 0
Multiplicity ... 4
HOMO energy (alpha / beta) ... -7.55 / -7.72 eV
HOMO-LUMO gap (alpha / beta) ... 7.477 / 7.970 eV
E_LUMO (alpha / beta) ... -0.08 / 0.25 eV
M ... 322.503 u

natural (NBO) atomic charge list, values in e, 8 entries: -0.2264, -0.2675, -0.3010, -0.2710, -0.3385, 1.0490, -0.8047, -0.2400